Formula: C32H63BrFIN3O21
Source: the Open Molecules 2025 dataset
Level of theory: ωB97M-V/def2-TZVPD

Each line ends with the Mulliken charge.
Cartesian coordinates (Å):
C -2.403803 2.112346 0.613548  -1.3235
C -1.437038 1.583120 -0.439621  -0.5260
C -2.075878 0.693428 -1.515668  -0.3543
Br -3.409639 1.752344 -2.450269  0.0320
C -0.979803 0.163488 -2.464686  -1.1064
N -0.457579 -1.207444 -2.115654  0.6883
C -0.330299 -1.647652 -0.667564  0.5710
C -1.106086 -2.926244 -0.380624  -1.4303
F 0.994909 -1.835960 -0.405805  -0.1802
C 0.695079 -1.448442 -3.089685  -0.8863
I 2.437390 -0.266579 -2.667939  0.2612
C 0.955514 -2.947660 -3.211773  -0.4869
C 2.198576 -3.328357 -4.035727  -1.1716
C 3.393907 -3.749654 -3.160442  -0.1448
C 4.747701 -3.316819 -3.719288  -0.5735
O 5.703609 -4.310042 -3.369539  -0.5324
C 0.046643 -0.867707 -4.383769  -1.5875
C -1.170971 0.038869 -4.005229  2.0887
N -0.942490 1.347411 -4.591084  -0.5218
C -2.505069 -0.656990 -4.428244  -1.3369
O -3.105207 -0.048811 -5.549255  -0.2714
N -2.845774 -0.869169 -6.755173  0.0861
O -3.828169 -1.053213 -7.316988  -0.2187
H -2.878427 1.297985 1.165649  0.3208
H -3.149643 2.779674 0.188632  0.3041
H -1.836742 2.690491 1.345334  0.4169
H -0.616473 1.051464 0.051386  0.4210
H -0.975910 2.429587 -0.958613  0.4256
H -2.613715 -0.133324 -1.040384  0.5389
H -0.166512 0.888429 -2.413432  0.2273
H -1.166568 -1.841054 -2.499490  0.2727
H -0.660706 -0.849267 -0.012715  0.1086
H -1.861516 -3.147752 -1.137441  0.3605
H -0.419797 -3.767779 -0.296873  0.3774
H -1.633340 -2.822061 0.566798  0.4349
H 0.060145 -3.398036 -3.658158  0.6322
H 1.061068 -3.372157 -2.212101  0.2934
H 1.909986 -4.183189 -4.649672  0.3548
H 2.474250 -2.532009 -4.731447  0.5362
H 3.286231 -3.388089 -2.134767  0.0024
H 3.421945 -4.840234 -3.109118  0.4399
H 4.699410 -3.224948 -4.810091  0.2539
H 5.038709 -2.355295 -3.286462  0.2899
H 6.548105 -3.889616 -3.186927  0.3281
H 0.779020 -0.335461 -4.985060  0.4723
H -0.249576 -1.723609 -4.994614  0.3276
H -0.444515 1.271701 -5.468242  0.3439
H -1.815316 1.819857 -4.795339  0.4188
H -3.242711 -0.644733 -3.624000  0.5006
H -2.318131 -1.714443 -4.654485  0.6039
C 5.981535 -3.194669 4.752848  -0.5859
O 4.626586 -3.482182 4.370498  -0.3161
C 4.337994 -3.201045 3.110380  0.7180
O 5.083083 -2.738411 2.285779  -0.5494
O 3.053103 -3.517902 2.890187  -0.3648
C 2.625644 -3.262759 1.555383  -0.5579
H 6.068368 -3.474683 5.797321  0.1946
H 6.678187 -3.779830 4.157124  0.2967
H 6.193650 -2.134236 4.636100  0.2991
H 3.205608 -3.854496 0.847112  0.2972
H 2.723626 -2.205678 1.316592  0.3033
H 1.580423 -3.559181 1.516291  0.2232
C 11.427673 -2.820371 7.360268  -0.6177
O 10.702824 -2.918921 8.590068  -0.3287
C 9.404469 -3.171670 8.447268  0.8188
O 8.826488 -3.314647 7.398845  -0.5377
O 8.855852 -3.239860 9.656401  -0.2827
C 7.451362 -3.512582 9.660636  -0.5492
H 12.456194 -2.615076 7.639769  0.2179
H 11.371408 -3.755821 6.806995  0.2912
H 11.037819 -2.007611 6.750397  0.2896
H 7.246885 -4.475154 9.195317  0.2805
H 6.907309 -2.725594 9.141057  0.2803
H 7.156177 -3.541042 10.705255  0.1415
C -4.355805 8.613151 -0.629274  -0.6942
O -5.218121 7.607184 -1.176607  -0.3125
C -4.624374 6.794664 -2.048995  0.8262
O -3.471657 6.841592 -2.387894  -0.5655
O -5.531533 5.918736 -2.487228  -0.3494
C -5.028850 5.015898 -3.474789  -0.4318
H -4.972034 9.189346 0.053845  0.2357
H -3.529131 8.155942 -0.089546  0.3136
H -3.969902 9.256804 -1.417401  0.3098
H -4.201697 4.433635 -3.072089  -0.0307
H -4.701610 5.558431 -4.360345  0.3268
H -5.854905 4.358757 -3.733028  0.3176
C -10.084959 1.072364 -5.363198  -0.6021
O -9.463052 1.061906 -6.652567  -0.3274
C -8.255864 0.508729 -6.681832  0.8230
O -7.669097 0.037566 -5.739367  -0.5655
O -7.798596 0.564193 -7.932118  -0.3231
C -6.499465 -0.007361 -8.101922  -0.5690
H -11.049253 1.549573 -5.504990  0.2148
H -10.221849 0.056922 -4.996807  0.2925
H -9.487152 1.643133 -4.655154  0.2738
H -6.508814 -1.062261 -7.835126  0.2898
H -5.774380 0.523387 -7.489979  0.2217
H -6.253942 0.106060 -9.153807  0.2862
C -6.479311 9.137831 -3.552629  -0.4554
O -7.142034 9.588796 -4.736418  -0.3258
C -6.559436 9.192868 -5.866640  0.7800
O -5.576569 8.499595 -5.946248  -0.5594
O -7.250163 9.687375 -6.889953  -0.3386
C -6.733189 9.339477 -8.178324  -0.6293
H -7.060106 9.508423 -2.713436  0.2412
H -6.456545 8.051848 -3.522463  0.2011
H -5.467514 9.539065 -3.503447  0.2752
H -6.741718 8.259771 -8.315010  0.2960
H -5.720015 9.717860 -8.298795  0.2952
H -7.394450 9.810722 -8.898552  0.2174
C 7.645574 -4.232635 15.256609  -0.6403
O 6.868770 -4.573252 14.102161  -0.2502
C 5.858568 -5.405945 14.346806  0.7468
O 5.567309 -5.868579 15.417439  -0.5436
O 5.222910 -5.639637 13.196654  -0.2685
C 4.107386 -6.528814 13.316879  -0.6434
H 8.419451 -3.558782 14.902368  0.2014
H 7.027187 -3.732943 15.999464  0.2978
H 8.096768 -5.122937 15.689692  0.2997
H 3.359586 -6.115876 13.991031  0.2965
H 4.431101 -7.501999 13.680477  0.2987
H 3.695422 -6.623562 12.316772  0.2043

Atomic forces in eV per Å
0.40 -0.06 0.26
-0.25 0.37 -0.13
0.42 -0.30 0.28
-0.09 -0.06 0.00
-0.33 0.94 -0.38
-0.22 -0.21 0.07
0.24 -0.25 0.39
-0.12 0.09 0.03
-0.08 0.05 -0.04
-0.17 0.20 -0.90
-0.05 -0.06 0.33
0.22 0.06 0.39
-0.20 -0.24 0.12
0.09 -0.05 -0.24
0.09 -0.19 0.21
-0.04 0.08 0.10
0.18 -0.40 -0.01
0.64 -0.22 -0.21
-0.28 0.01 -0.07
0.32 -0.12 0.08
-0.37 -0.05 0.06
-0.08 -0.40 0.39
0.23 0.27 -0.31
-0.17 0.05 -0.12
-0.09 -0.15 -0.01
-0.04 0.00 -0.03
0.00 -0.03 -0.06
0.05 -0.07 0.00
-0.18 0.08 -0.14
0.24 -0.35 0.29
-0.03 -0.02 0.12
-0.07 0.21 -0.30
0.04 -0.02 -0.01
-0.01 0.01 -0.12
0.07 -0.05 0.01
-0.04 0.10 0.02
0.03 -0.07 -0.05
0.11 0.09 -0.13
-0.06 0.06 0.07
0.01 0.04 -0.04
-0.03 0.03 0.08
-0.02 0.07 0.02
-0.06 0.08 -0.20
0.02 -0.05 -0.06
0.00 0.14 0.18
-0.23 0.12 -0.01
-0.04 -0.02 -0.02
0.01 0.05 0.11
-0.04 0.13 -0.08
0.03 0.04 -0.01
0.15 0.00 0.14
-0.02 0.00 0.00
0.00 -0.01 0.02
0.00 0.01 -0.01
0.01 -0.01 -0.01
-0.02 -0.06 0.04
-0.06 -0.02 0.00
-0.02 0.03 -0.05
-0.01 -0.01 -0.06
0.02 0.05 -0.03
0.06 -0.01 -0.01
0.01 -0.01 0.08
0.09 0.01 -0.03
0.00 0.00 0.00
0.02 -0.01 0.02
-0.06 0.01 -0.04
0.01 0.01 0.00
-0.11 -0.03 0.12
-0.01 0.00 0.04
-0.04 0.01 -0.01
-0.03 -0.03 -0.01
0.01 0.03 -0.05
0.02 -0.02 -0.05
0.05 0.01 0.01
-0.03 0.08 0.09
0.04 -0.01 0.01
0.00 0.04 0.02
0.02 -0.04 0.04
0.03 -0.02 0.01
-0.07 -0.11 -0.17
-0.03 -0.03 -0.01
0.03 -0.01 -0.05
0.04 -0.04 -0.01
0.05 0.09 -0.01
0.04 0.04 0.04
-0.05 0.04 0.06
-0.09 0.02 0.04
0.00 0.01 -0.02
-0.01 0.01 0.00
0.01 0.01 0.00
-0.01 -0.03 -0.01
-0.03 0.07 -0.09
0.01 0.00 -0.04
0.05 0.00 0.01
0.03 -0.04 0.00
0.01 0.02 0.06
-0.02 -0.04 0.05
-0.07 0.03 -0.01
-0.06 -0.01 0.15
0.05 0.06 -0.01
-0.04 -0.02 0.00
0.00 -0.02 0.00
0.00 0.01 0.01
-0.02 0.02 -0.10
-0.07 0.04 -0.07
0.02 0.00 -0.04
0.03 -0.06 -0.06
0.04 0.00 0.03
0.02 -0.04 0.03
-0.02 0.02 0.04
0.09 0.06 0.01
0.00 0.02 -0.03
0.01 0.00 -0.02
0.00 0.00 0.01
0.00 0.01 0.00
-0.07 -0.04 -0.06
-0.02 -0.01 -0.04
-0.02 -0.05 0.02
-0.05 -0.01 0.03
0.03 -0.02 0.04
0.00 0.02 0.05
0.03 0.03 -0.01

For the calculated total energy, the calculation gives -5972.6582 hartree. Its charge is +1. Its max |F| is 1.1 eV/A. The HOMO-LUMO gap is 8.8495 eV.

Formula: C32H63IN3O6
Source: the Open Molecules 2025 dataset
Level of theory: ωB97M-V/def2-TZVPD

Each line ends with the Mulliken spin population.
Cartesian coordinates (Å):
C -2.293526 0.603763 1.422999  0.0011
C -3.811472 1.149727 1.548172  0.0003
C -3.766532 2.455697 2.474403  0.0000
C -4.675205 -0.059156 2.133516  0.0000
O -6.091697 0.003658 1.815531  0.0000
C -6.745833 1.020964 2.539057  0.0000
O -6.732070 1.161558 3.772020  0.0000
O -7.482435 2.006215 1.795537  0.0000
I -7.957851 1.227227 -0.064603  0.0000
H -1.988384 0.294287 2.482537  -0.0007
H -1.609113 1.454118 1.096188  -0.0001
H -2.190973 -0.265010 0.692683  0.0011
H -4.171950 1.406652 0.491216  0.0001
H -4.619440 3.141744 2.111970  0.0000
H -2.758171 2.981408 2.333991  0.0000
H -3.975366 2.264857 3.576526  0.0000
H -4.465826 -0.203935 3.257223  0.0000
H -4.265736 -1.016173 1.640598  0.0000
C 3.813111 -2.911609 0.493431  0.0020
C 2.400585 -2.384914 0.866973  0.0231
C 1.322769 -3.271139 0.204240  0.0229
C 1.200451 -3.046051 -1.300431  -0.0149
C 0.996974 -1.567084 -1.614646  0.0259
C 2.075937 -0.666232 -0.978814  0.0441
N 2.274771 -0.946671 0.475151  0.2856
O 1.213114 -0.430252 1.139704  0.5890
C 3.409985 -0.842738 -1.739345  0.0056
C 1.706362 0.814521 -1.244255  0.0030
C 2.327066 -2.579833 2.402751  0.0196
H 4.197373 -3.610348 1.242087  0.0021
H 3.828776 -3.454679 -0.452531  0.0011
H 4.544553 -2.100344 0.443357  -0.0048
H 0.346829 -3.076942 0.665218  -0.0006
H 1.542583 -4.327005 0.393163  0.0029
H 2.082984 -3.428869 -1.822370  0.0004
H 0.353202 -3.620831 -1.687916  0.0013
H 0.986305 -1.428985 -2.700815  -0.0097
H 0.002138 -1.268311 -1.262300  0.0103
H 4.209852 -0.272342 -1.263109  -0.0032
H 3.320283 -0.482303 -2.767777  -0.0008
H 3.733852 -1.878977 -1.823124  0.0013
H 0.718381 1.079781 -0.858585  -0.0004
H 1.685141 1.021215 -2.317060  0.0003
H 2.440473 1.490102 -0.792179  -0.0008
H 3.089444 -1.979945 2.909251  -0.0090
H 2.500996 -3.627107 2.665889  0.0004
H 1.351381 -2.319026 2.819658  0.0027
C -3.574160 -0.595497 -5.439868  0.0148
C -2.112467 -0.122710 -5.210803  0.0396
C -1.890823 1.240052 -5.905285  0.0199
C -1.802736 1.134337 -7.425097  -0.0148
C -0.755467 0.105917 -7.840183  0.0139
C -0.969736 -1.269770 -7.175838  0.0391
N -1.154267 -1.170543 -5.696320  0.3074
O 0.068393 -0.908143 -5.151725  0.6080
C -2.191027 -1.968190 -7.816504  0.0083
C 0.212982 -2.195253 -7.555972  -0.0038
C -2.029122 0.083251 -3.677421  -0.0403
H -4.233847 -0.286375 -4.623972  0.0011
H -4.017006 -0.185628 -6.348633  0.0009
H -3.642740 -1.686104 -5.478368  -0.0102
H -0.967168 1.700302 -5.534711  0.0010
H -2.700129 1.927860 -5.639545  0.0008
H -2.777726 0.879469 -7.852092  0.0001
H -1.540335 2.110790 -7.844369  0.0019
H -0.768678 0.000333 -8.929808  0.0000
H 0.237512 0.495128 -7.585993  0.0034
H -2.410177 -2.911710 -7.313224  -0.0061
H -1.999028 -2.196881 -8.868348  0.0001
H -3.095619 -1.361963 -7.812668  0.0008
H 1.182670 -1.783383 -7.265858  -0.0020
H 0.252829 -2.347352 -8.637190  0.0004
H 0.108014 -3.179537 -7.087829  0.0010
H -2.199614 -0.858052 -3.145782  0.0033
H -2.788596 0.795385 -3.341771  -0.0007
H -1.067972 0.490659 -3.354931  0.0081
C 1.047604 0.422510 6.807134  0.0127
C 2.443782 1.087590 6.662747  0.0275
C 2.328960 2.603482 6.939830  0.0215
C 1.651168 3.371969 5.808045  -0.0194
C 2.330420 3.084050 4.472252  0.0188
C 2.435922 1.575308 4.167116  -0.0193
N 3.006713 0.797897 5.308039  0.2874
O 4.337854 1.052274 5.352586  0.6255
C 1.039192 1.024105 3.796651  0.0601
C 3.253077 1.388104 2.865008  -0.0097
C 3.281490 0.438818 7.793145  -0.0016
H 0.885142 0.033568 7.816590  0.0017
H 0.224898 1.114402 6.621632  0.0008
H 0.940187 -0.436098 6.138570  -0.0084
H 3.326749 3.028891 7.100140  0.0026
H 1.775357 2.770245 7.869670  0.0013
H 0.586213 3.124779 5.755719  0.0010
H 1.697430 4.445669 6.016696  0.0016
H 1.778848 3.588934 3.672466  0.0017
H 3.329306 3.536284 4.482928  0.0053
H 1.070858 -0.056060 3.649109  -0.0238
H 0.679658 1.468030 2.864741  0.0015
H 0.270599 1.244856 4.537025  0.0045
H 4.250255 1.832431 2.924172  0.0005
H 2.750659 1.866591 2.020986  0.0025
H 3.367374 0.327921 2.621929  0.0073
H 3.370681 -0.641084 7.641311  -0.0017
H 2.805023 0.598683 8.764733  0.0004
H 4.286532 0.858777 7.873954  0.0009

Atomic forces in eV per Å
-0.60 0.34 0.46
1.03 -0.45 0.17
-0.95 0.30 -0.78
2.10 -0.64 0.03
-0.60 2.26 1.31
-0.32 1.21 2.69
0.31 -0.69 -4.19
1.36 -3.45 -0.36
-0.01 0.83 0.71
-0.12 0.23 -1.54
-0.87 -1.18 0.38
-0.13 1.08 1.04
0.29 -0.31 1.53
1.42 -0.74 0.68
-1.56 -0.65 0.28
0.48 -0.01 -1.42
-0.69 0.48 -1.57
-1.06 1.39 0.57
0.27 0.02 -0.19
1.31 -1.44 0.66
-0.23 0.25 -0.23
0.00 0.01 0.02
-0.11 -0.26 0.24
0.92 0.76 -1.75
-4.10 0.20 0.90
2.13 -0.52 -0.90
0.16 -0.36 -0.06
-0.30 -0.01 0.70
-0.44 0.61 -0.03
-0.28 0.08 0.00
0.01 0.15 -0.03
-0.14 -0.04 -0.04
0.13 0.16 0.07
0.17 0.15 0.16
0.00 0.04 0.04
0.07 0.04 0.02
0.12 0.20 0.11
0.14 0.11 0.14
-0.05 -0.02 0.06
-0.20 0.06 0.16
-0.01 0.05 0.11
0.14 -0.13 0.13
0.12 -0.30 0.04
-0.06 -0.12 0.01
-0.07 -0.02 -0.06
0.08 0.08 -0.32
0.08 0.15 -0.16
-0.20 -0.20 -0.20
-1.75 0.27 0.82
0.33 -0.07 -0.23
-0.01 0.01 -0.02
-0.01 0.30 0.31
-0.39 -1.20 -1.68
3.52 2.42 0.70
-2.32 -1.01 -0.63
-0.36 0.20 0.00
0.30 0.20 0.68
0.78 -0.17 -0.08
0.27 0.12 -0.03
0.08 -0.13 -0.04
0.08 0.12 -0.06
0.00 -0.20 0.07
-0.02 -0.22 0.15
0.03 -0.03 0.04
-0.03 -0.07 0.04
0.00 -0.24 0.12
-0.04 -0.17 0.14
0.03 0.05 0.05
0.21 0.06 0.14
0.05 -0.04 0.10
-0.20 0.00 0.14
-0.27 0.14 0.07
-0.02 0.15 0.00
0.05 0.04 -0.09
-0.05 -0.11 -0.32
0.02 -0.20 -0.14
-0.29 -0.11 -0.13
-1.18 -0.75 1.47
0.15 0.17 -0.34
0.00 0.02 -0.01
0.16 0.05 0.43
-1.28 -0.12 -1.74
3.32 2.49 0.49
-2.08 -1.07 -0.19
-0.35 0.11 0.38
0.68 -0.09 0.50
0.59 0.12 -0.44
0.22 0.18 -0.05
0.05 -0.06 -0.14
0.05 0.16 -0.01
0.03 -0.20 -0.08
0.04 -0.26 -0.02
0.05 -0.05 0.00
-0.01 -0.08 0.00
0.05 -0.26 -0.07
0.03 -0.22 0.01
0.06 0.08 -0.02
0.29 -0.03 0.03
0.10 -0.03 0.07
-0.09 -0.11 0.21
-0.23 -0.07 0.23
-0.05 0.16 0.07
-0.01 0.10 -0.05
-0.20 0.07 -0.27
-0.08 -0.07 -0.24

For the calculated total energy, the calculation gives -2170.1992 hartree. As for the expectation value of S²: 3.763. Its max |F| is 4.3 eV/A. The energy above the lowest of the compared OMol25 structures with the same formula, charge and spin comes out at 144.2 kJ/mol. The HOMO-LUMO gap (alpha / beta) is 7.1993 / 7.8409 eV. As for the multiplicity: 4.